Computed, not measured: a molecular structure, C40H37OP2SiSr, with wB97M-V/def2-TZVPD.

The value obtained for the HOMO energy is -9.08 eV. The LUMO energy comes out at -0.10283 Ha.

The geometry in ORCA input format:
```
! wB97M-V def2-TZVPD RIJCOSX def2/J DEFGRID3
* xyz 1 1
Sr 0.313 -1.656 1.177
C -3.570 0.297 1.657
Si -1.924 0.150 0.700
C -1.400 1.949 0.340
C -1.686 2.821 1.402
C -1.194 4.115 1.450
C -0.380 4.581 0.426
C -0.085 3.744 -0.636
C -0.581 2.439 -0.695
P -0.231 1.387 -2.168
C 1.458 0.742 -1.850
C 2.098 0.099 -2.916
C 3.415 -0.316 -2.810
C 4.102 -0.156 -1.610
C 3.458 0.413 -0.523
C 2.147 0.873 -0.645
C 0.105 2.671 -3.433
C -1.022 3.248 -4.016
C -0.897 4.274 -4.940
C 0.363 4.724 -5.308
C 1.492 4.145 -4.747
C 1.365 3.127 -3.811
C -2.450 -0.965 -0.785
C -3.052 -0.418 -1.928
C -3.379 -1.138 -3.063
C -3.113 -2.495 -3.116
C -2.575 -3.105 -1.998
C -2.240 -2.372 -0.846
P -1.693 -3.695 0.355
C 0.176 -3.833 -0.050
C 0.825 -3.071 -1.054
C 2.216 -3.023 -1.095
C 2.980 -3.712 -0.159
C 2.352 -4.526 0.769
C 0.961 -4.606 0.812
C -1.708 -3.081 2.189
C -0.623 -3.142 3.101
C -0.770 -2.912 4.458
C -2.031 -2.623 4.964
C -3.117 -2.600 4.104
C -2.962 -2.849 2.747
H -4.156 1.152 1.308
H -3.435 0.402 2.735
H -4.173 -0.596 1.484
H -2.313 2.481 2.218
H -1.454 4.760 2.280
H 0.009 5.591 0.447
H 0.537 4.115 -1.441
H 1.571 -0.024 -3.857
H 3.909 -0.762 -3.664
H 5.134 -0.471 -1.527
H 3.976 0.531 0.418
H 1.676 1.383 0.189
H -2.010 2.895 -3.739
H -1.782 4.716 -5.378
H 0.465 5.522 -6.032
H 2.477 4.491 -5.033
H 2.257 2.698 -3.372
H -3.265 0.645 -1.922
H -3.846 -0.637 -3.901
H -3.351 -3.080 -3.994
H -2.421 -4.180 -2.016
H 0.230 -2.529 -1.783
H 2.686 -2.452 -1.882
H 4.060 -3.662 -0.199
H 2.934 -5.128 1.455
H 0.453 -5.299 1.472
H 0.372 -3.425 2.748
H 0.089 -2.974 5.112
H -2.167 -2.443 6.021
H -4.108 -2.400 4.490
H -3.839 -2.859 2.111
C 1.352 1.870 3.223
C 2.439 0.844 3.423
C 3.031 0.711 4.794
O 2.820 0.152 2.493
H 1.185 2.486 4.104
H 0.413 1.369 2.964
H 1.606 2.509 2.375
H 3.470 1.665 5.095
H 3.787 -0.069 4.816
H 2.239 0.497 5.516
*
```